A | 27
Properties=species:S:1:pos:R:3 method="wB97M-V/def2-TZVPD" homo_lumo_gap_ev=9.62 e_homo_ha=-0.32898 lumo_energy_ev=0.7
C 2.960 -1.078 0.622
C 2.002 -0.943 1.714
N 1.558 -2.281 2.469
O 2.205 0.095 2.488
S 0.322 -0.414 0.908
O -0.383 0.033 2.087
O -0.285 -1.463 0.175
C 0.548 1.002 -0.366
C -0.710 1.013 -1.045
C -1.779 1.692 -0.388
C -3.054 1.511 -0.848
C -3.302 0.858 -2.059
C -2.226 0.397 -2.772
C -0.941 0.346 -2.242
H 3.035 -2.232 0.489
H 2.674 -0.707 -0.291
H 3.833 -0.523 0.860
H 0.570 -2.277 2.575
H 1.840 -3.206 2.109
H 1.387 0.248 2.983
H 0.559 1.941 0.258
H 1.492 1.045 -0.983
H -1.604 1.997 0.630
H -3.830 2.024 -0.276
H -4.376 1.069 -2.504
H -2.402 -0.143 -3.751
H -0.094 -0.003 -2.841



B | 27
Properties=species:S:1:pos:R:3 method="wB97M-V/def2-TZVPD" homo_lumo_gap_ev=8.68 e_homo_ha=-0.30053 lumo_energy_ev=0.5
C -0.934 -1.188 -2.518
C -1.487 -0.716 0.907
C 1.040 -0.126 -0.084
C -1.360 0.172 -2.916
C -0.876 -0.424 -0.452
C -1.396 -2.092 2.928
C 2.215 3.258 -0.032
C -0.979 -1.962 1.503
C 2.447 1.641 -0.073
N -0.749 -1.518 -1.304
O -2.026 0.155 1.482
O 1.674 -0.935 0.528
O 1.215 1.027 -0.505
S -1.510 1.001 -1.345
H -0.986 -2.071 -3.190
H -0.702 0.765 -3.696
H -2.397 0.278 -3.441
H -1.009 -3.085 3.326
H -2.348 -2.025 3.199
H -0.999 -1.163 3.462
H 2.040 3.774 -0.960
H 1.288 3.320 0.525
H 2.973 3.796 0.565
H -1.403 -2.767 0.719
H 0.152 -1.970 1.400
H 2.934 1.327 0.841
H 3.184 1.529 -0.869



Top of the stability list: A, leading by 20.9 kcal/mol.



A | 12
Properties=species:S:1:pos:R:3 method="wB97M-V/def2-TZVPD" total_charge=-1 homo_lumo_gap_ev=6.56 e_homo_ha=-0.09077 lumo_energy_ev=4.1
C 2.111 -1.016 -0.755
S 2.162 0.223 0.613
H 1.749 -1.976 -0.385
H 1.412 -0.683 -1.523
H 3.098 -1.107 -1.208
N -0.968 1.354 0.559
C -1.495 0.089 0.417
N -2.714 -0.224 0.159
H -0.074 1.436 0.083
H -1.286 2.011 1.246
H -0.729 -0.670 0.271
H -3.267 0.562 0.524



B | 12
Properties=species:S:1:pos:R:3 method="wB97M-V/def2-TZVPD" total_charge=-1 homo_lumo_gap_ev=6.81 e_homo_ha=-0.09869 lumo_energy_ev=4.1
C 0.244 1.806 -1.554
S -0.137 0.004 -1.833
H 0.333 2.205 -2.557
H 1.159 1.839 -0.898
H -0.575 2.348 -1.081
N -0.866 -0.992 1.125
C 0.253 -0.396 1.637
N 0.767 -0.594 2.815
H -1.098 -1.830 1.641
H -0.999 -0.837 0.115
H 0.799 0.334 1.030
H 0.578 -1.558 3.111



Top of the stability list: B, leading by 6.2 kcal/mol.



A | 26
Properties=species:S:1:pos:R:3 method="wB97M-V/def2-TZVPD" total_charge=-1 homo_lumo_gap_ev=7.48 e_homo_ha=-0.15002 lumo_energy_ev=3.4
C 1.236 -1.504 -2.481
C 2.252 -2.522 -3.021
C -0.159 -2.032 -2.568
O -0.482 -3.190 -2.352
O -1.085 -1.076 -2.364
H 1.415 -1.196 -1.445
H 1.388 -0.582 -3.043
H 2.070 -2.653 -4.087
H 2.260 -3.415 -2.384
H 3.268 -2.142 -3.003
C -0.727 1.555 4.172
C -0.588 1.161 -0.164
C -1.351 0.229 0.584
C -0.305 2.349 0.524
C -1.406 0.310 1.965
C -0.516 2.526 1.891
C -0.943 1.441 2.667
O -0.143 0.896 -1.363
H -0.627 -0.007 -1.929
H -1.801 -0.602 0.057
H 0.162 3.143 -0.052
H -1.561 -0.579 2.564
H -0.230 3.480 2.323
H 0.129 0.926 4.414
H -1.481 0.889 4.646
H -0.775 2.597 4.449



B | 26
Properties=species:S:1:pos:R:3 method="wB97M-V/def2-TZVPD" total_charge=-1 homo_lumo_gap_ev=7.12 e_homo_ha=-0.14547 lumo_energy_ev=3.2
C 1.022 -0.684 3.041
C -0.084 0.197 0.982
C 0.841 0.385 2.020
C -0.352 1.222 0.083
C 1.561 1.625 2.004
C 0.414 2.375 0.050
C 1.432 2.570 0.985
O 0.066 3.317 -0.847
H -0.604 -0.723 0.775
H -1.254 1.083 -0.404
H 0.648 -0.447 4.087
H 2.078 -0.900 3.315
H 2.193 1.788 2.813
H 2.109 3.408 1.121
H 0.659 3.376 -1.555
H 0.570 -1.666 2.660
C -0.961 -2.096 -1.678
C -0.459 -1.632 -3.064
C -2.201 -1.364 -1.380
O -2.661 -0.608 -2.231
O -2.594 -1.482 -0.235
H -1.109 -3.318 -1.489
H -0.265 -1.971 -0.785
H -1.176 -1.887 -3.847
H 0.433 -2.077 -3.409
H -0.304 -0.490 -3.013



Top of the stability list: A, leading by 28.6 kcal/mol.